A structure of composition C24H18CaCl2N6O2S at a distorted geometry, computed with the ωB97M-V functional and the def2-TZVPD basis.

For the max |F|, the calculation gives 1.5 eV/Å. The value obtained for the gap between HOMO and LUMO is 5.71 eV. Its total energy is -3400.722878 Ha. The net charge is 0. The calculation puts the energy above the lowest of the compared OMol25 structures with the same formula, charge and spin at 55.75 kJ/mol.

Geometry as XYZ:
```
54
Properties=species:S:1:pos:R:3:forces:R:3
N 0.26125 3.66352 -0.03385 -0.2204 -0.2418 -0.2172
H 0.51361 6.32124 0.25365 0.2074 0.2402 -0.1897
C -1.54198 6.89286 0.10602 -0.2110 0.5817 0.2055
C -0.49719 6.00406 0.11570 -0.1625 -0.5557 0.1071
C 1.11348 -3.32836 0.40024 -0.0638 0.7250 0.0455
C 1.55744 3.97767 0.08550 -0.2624 -0.6358 0.9745
H -4.20170 4.85171 -0.08462 0.0729 -0.2144 0.1557
C 0.71972 -6.72394 1.88552 0.3325 0.2290 0.3524
N 1.79184 -3.56351 -0.73277 0.4220 0.2096 -0.7080
H 2.68838 -0.34782 -0.97661 -0.1620 -0.3020 -0.0684
H 3.74326 -5.70858 -2.25073 -0.5119 0.0535 0.1453
C 1.16603 -5.69435 0.90097 -0.4834 -0.3539 -0.2456
C -2.52789 -1.42032 -0.37864 0.1609 0.7228 0.5534
C 1.78627 -5.91576 -0.27582 0.8041 -0.5477 -0.4023
C 2.11961 -4.79262 -1.04887 0.7704 0.1125 -1.0977
C -4.70789 0.04081 0.35450 0.4981 -0.2093 -0.2239
S 0.63493 -1.79690 0.92062 0.1098 -0.4976 0.0310
H 3.22206 -4.12668 -2.84197 -0.3010 -0.1341 0.3190
H 2.12753 -6.88208 -0.63348 -0.2772 -0.0035 0.3661
Ca -0.37821 1.47045 -0.18280 0.1212 -0.3861 -0.0916
H -5.76869 -1.82769 0.37332 -0.3017 -0.0163 0.1457
C -2.83600 6.44946 0.06674 -0.6133 0.2400 0.0185
C 2.54143 2.77940 -0.03231 0.4575 -0.0276 -0.2000
Cl -1.25967 8.59084 0.21632 0.4399 0.3360 0.0319
C -3.16269 5.11600 -0.00768 0.5904 -0.7722 -0.1969
N -2.26610 2.76788 -0.02960 -0.6410 -0.3287 -0.1767
C -4.82675 -1.33483 0.21536 0.3251 0.0240 -0.1573
H 5.11087 0.00650 -0.68171 -0.4956 0.5172 0.2638
C -3.47417 0.67307 0.09248 -0.6572 -1.1646 0.1248
H -3.70273 -3.14043 -0.38038 -0.4718 -0.4059 0.1110
N 2.11880 1.56160 -0.43728 0.1882 0.3939 -0.0800
H 0.84961 -7.71681 1.43512 -0.0635 0.2675 0.4345
N -2.38147 -0.08019 -0.19734 -0.4172 0.1332 -0.3941
H 5.89723 2.22036 0.25397 0.0375 -0.0031 -0.0656
C -3.72570 -2.08838 -0.18140 0.6996 0.9312 -0.2450
H 4.16914 3.94063 0.70862 0.0100 0.6572 -0.0659
C -3.48127 2.21113 0.12228 0.2485 0.5756 0.2502
Cl -4.15556 7.55868 0.20352 -0.3169 0.2589 -0.1181
C -2.13112 4.16603 -0.01746 0.8425 0.4358 0.2774
O 2.06451 5.04399 0.40636 0.5854 0.3881 -0.1960
C 4.85603 2.04044 0.02707 -0.6604 0.0865 0.3095
C 2.86798 -5.04982 -2.36665 0.1208 0.7335 0.7816
C 4.40735 0.82237 -0.43516 0.0595 -1.2199 -0.8311
N 0.82979 -4.42129 1.16489 -0.3948 0.1174 0.9077
C 3.04281 0.61192 -0.65121 0.5850 0.6411 0.4686
H -1.61954 -1.98770 -0.61832 -0.3802 0.4424 0.0217
H 2.13826 -5.50883 -3.01190 -0.1142 -0.3645 -0.5034
H -0.34756 -6.53630 2.10844 0.5148 -0.3007 0.0948
O -4.56908 2.77504 0.30449 0.4466 -0.8200 -0.1625
C -0.76802 4.64272 0.04460 -0.0079 -0.4935 -0.2760
H 1.33877 -6.60538 2.81680 -0.7005 -0.3475 -0.7510
H 0.30604 -4.25871 2.00658 -0.1108 0.3448 0.2737
C 3.90067 3.01339 0.25707 -0.6594 -0.2240 -0.0466
H -5.55370 0.64353 0.64177 0.0112 0.1716 -0.0605
```
Forces are in eV/Å.

natural (NBO) atomic charge list, values in e, 2 entries:
1. N -0.832
2. H 0.272